A 13-piece molecular cluster, C62H139N5O24 overall at a distorted geometry. Source: the OMol25 dataset; level of theory: ωB97M-V/def2-TZVPD.

```
230
Properties=species:S:1:pos:R:3:forces:R:3:lowdin_charge:R:1
C 0.18883 6.88280 -2.25581 1.0046 0.2889 -0.0355 -0.08
C -0.96484 6.31316 -1.45420 0.5876 0.6479 -0.2644 -0.25
N -0.84366 4.88109 -1.23283 -0.2598 -0.1104 -0.1799 -0.16
C -0.95306 4.06597 -2.43446 -0.0179 0.3276 -1.0247 -0.27
C -2.30908 4.09107 -3.09280 -0.6295 0.0751 -0.7021 -0.09
C -1.86106 4.42391 -0.30063 1.2449 -1.2557 1.0658 -0.24
C -1.49635 4.77108 1.15176 -0.8921 0.1654 0.0542 -0.06
H 1.15378 6.71315 -1.77811 0.0244 -0.6307 -0.0050 0.05
H 0.25439 7.96746 -2.34127 -0.9004 0.1901 0.0055 0.07
H 0.21113 6.49366 -3.27374 0.1233 -0.0651 0.0353 0.07
H -0.98746 6.80288 -0.48067 -0.0549 -0.0614 0.0456 0.09
H -1.86705 6.62016 -1.98322 -0.5611 -0.1710 0.0634 0.11
H -0.32157 4.41490 -3.25151 0.6318 0.2392 0.4904 0.10
H -0.65854 3.03138 -2.25845 0.0993 0.0125 0.3943 0.11
H -2.18518 3.81700 -4.14048 -0.1051 -0.4237 -0.0467 0.08
H -3.05961 3.44626 -2.63559 -0.0434 0.1616 0.0785 0.06
H -2.67575 5.11458 -3.17066 -0.2442 0.0211 0.2964 0.07
H -1.84850 3.33501 -0.34800 0.1843 -0.2608 -0.0370 0.10
H -2.89395 4.61543 -0.59137 -0.1464 0.7960 0.1926 0.11
H -1.65602 5.83114 1.34894 -0.0592 0.0129 0.2370 0.06
H -0.49343 4.51856 1.49597 0.1713 -0.0374 -0.7074 0.06
H -2.12600 4.18624 1.82228 -0.3721 0.1965 0.0938 0.07
C 2.31077 -3.21646 -8.72877 0.4147 -0.3271 -0.9218 -0.09
C 2.65796 -4.02518 -7.47359 -1.0681 0.4190 -0.7942 -0.27
N 3.02842 -3.22367 -6.33011 1.9787 0.3502 -0.2841 -0.19
C 2.10602 -2.13621 -6.07133 -0.7030 -0.8936 0.5430 -0.28
C 1.91199 -1.85828 -4.59509 0.7202 -0.0118 0.3114 -0.08
C 4.42430 -2.68260 -6.52150 -1.0656 -1.0943 1.5038 -0.22
C 5.40992 -3.66690 -5.87345 0.1899 0.6636 -0.5050 -0.08
H 3.09880 -2.67440 -9.25154 0.5389 0.4366 0.8051 0.06
H 1.49367 -2.51912 -8.54395 -0.1001 -0.2647 -0.2959 0.07
H 2.12604 -3.91660 -9.54350 -0.9657 -0.2059 0.1155 0.07
H 1.73534 -4.54792 -7.22139 -0.2072 -0.1553 0.1468 0.10
H 3.34039 -4.82835 -7.75163 0.5550 0.2351 0.4622 0.11
H 2.40004 -1.24958 -6.63306 -0.4087 0.2704 -0.0901 0.12
H 1.10992 -2.49551 -6.32979 -0.1132 0.2453 -0.7873 0.11
H 1.69977 -2.77853 -4.05083 -0.4246 -0.1549 -0.1996 0.05
H 2.82118 -1.52658 -4.09364 0.0172 0.6158 -0.0862 0.07
H 1.07831 -1.16237 -4.50136 0.1846 0.1278 0.4215 0.07
H 4.45095 -1.70696 -6.03619 0.2082 -0.0289 0.1720 0.10
H 4.65679 -2.50146 -7.57089 0.0100 -0.1785 -0.1887 0.10
H 6.39811 -3.26794 -6.10240 0.3465 -0.4832 0.0292 0.07
H 5.27211 -4.67105 -6.27442 0.2066 0.0599 -0.2751 0.06
H 5.33871 -3.78196 -4.79188 -0.3497 0.4179 0.0055 0.06
C -0.22802 9.40960 3.05697 -0.9243 0.9413 -0.4900 -0.10
C 0.26925 8.43391 2.01591 0.5925 0.3677 1.4637 -0.27
N 1.24622 7.51751 2.61784 0.1194 0.9858 -0.8570 -0.16
C 1.64358 6.59718 1.58189 0.1267 -1.2031 0.2617 -0.29
C 2.49986 5.45164 2.11246 0.6565 -0.2501 -0.7544 -0.07
C 2.42420 8.29017 3.17557 -0.8466 -0.4499 0.1066 -0.23
C 2.56480 7.88128 4.64174 0.6487 -0.0853 -0.1023 -0.08
H -1.08423 9.85797 2.55301 -0.4142 0.2746 0.4534 0.07
H 0.42397 10.25990 3.25697 0.2652 -0.2328 0.0321 0.07
H -0.54154 8.98366 4.01006 0.0076 -0.2537 -0.1932 0.08
H -0.60196 7.93131 1.59581 0.2536 -0.5181 0.0777 0.09
H 0.71699 9.02790 1.21915 0.1846 0.0555 -0.4924 0.12
H 0.77168 6.14932 1.10512 -0.3505 0.0292 0.3854 0.07
H 2.09301 7.09226 0.72107 0.7677 0.3310 -0.1036 0.11
H 2.05078 4.83153 2.88827 -0.3235 0.3294 0.0583 0.07
H 2.72911 4.78317 1.28259 -0.1030 -0.1828 -0.1672 0.06
H 3.49184 5.74987 2.45177 -0.0645 0.3214 0.2409 0.07
H 2.28869 9.36826 3.08921 -0.4422 -0.0139 0.0801 0.09
H 3.31210 8.14128 2.56112 0.1923 -0.5395 0.1325 0.11
H 2.94275 6.86080 4.70389 -0.3386 -0.1929 -0.0149 0.06
H 1.59625 7.94775 5.13731 0.0728 -0.0712 -0.0607 0.07
H 3.29066 8.45552 5.21748 0.0085 0.3970 -0.1610 0.07
C 1.52426 0.04939 -1.25190 -0.0690 0.5258 -0.8621 -0.06
C 0.19358 0.49033 -0.60352 -0.4568 -1.4039 -0.8389 -0.23
N -0.19347 -0.13158 0.66703 1.1192 1.4804 1.6488 -0.18
C 0.78913 0.31704 1.68377 -0.9877 2.1512 -0.2098 -0.19
C 0.60839 1.87524 1.84786 0.4914 -0.0053 0.4060 -0.06
C -0.24430 -1.56953 0.68048 -1.4063 0.2499 -0.8167 -0.23
C -1.50217 -2.06505 -0.08533 0.9460 -0.2336 0.2013 -0.05
H 1.80969 -0.99163 -1.40329 -0.4726 -0.2624 0.7728 0.06
H 2.38442 0.57928 -0.84271 0.0353 -0.0860 0.0519 0.07
H 1.43119 0.34038 -2.29821 0.1583 0.5048 -0.1540 0.07
H 0.20598 1.58021 -0.61394 0.0301 0.0252 0.8679 0.08
H -0.64353 0.30375 -1.27623 0.0671 -0.4015 -0.3898 0.09
H 1.79513 0.08149 1.33652 0.3591 -0.0944 0.2897 0.10
H 0.61338 -0.10126 2.67485 -0.1512 -0.5119 -0.2259 0.09
H 0.78006 2.28492 2.84324 0.1668 -0.6184 0.4871 0.05
H -0.41307 2.19941 1.64881 -0.0383 -0.3187 -0.4041 0.06
H 1.30426 2.48902 1.27590 -0.0931 -0.2076 -0.5675 0.05
H 0.70914 -1.95737 0.32184 0.0156 -0.6304 -0.3945 0.09
H -0.36530 -1.92405 1.70409 0.0914 0.1695 0.1271 0.08
H -1.59488 -1.71718 -1.11416 0.5083 -0.2603 -0.1939 0.06
H -1.42800 -3.15084 -0.02481 -0.4448 -0.0690 -0.3714 0.05
H -2.44163 -1.73962 0.36145 0.2412 -0.0655 0.5588 0.04
C -3.92796 -6.15264 -1.09938 -0.2630 1.7985 0.0623 -0.06
C -3.94769 -4.58863 -0.95923 -0.1438 -1.6752 -0.3265 -0.26
N -5.31101 -4.05291 -0.87659 0.5301 0.6393 0.0151 -0.16
C -5.21186 -2.69305 -0.30945 -1.1238 -0.2027 0.7872 -0.24
C -5.05923 -2.73638 1.24628 0.1988 0.2659 -0.8797 -0.06
C -5.97848 -4.11791 -2.19947 -0.1271 0.2795 0.7270 -0.23
C -7.47175 -3.85591 -2.16976 -0.8815 0.1604 0.9515 -0.10
H -2.87715 -6.41025 -1.23179 -0.0990 -0.5785 0.3480 0.06
H -4.47796 -6.46968 -1.98543 0.1365 -0.0125 -0.0161 0.06
H -4.46011 -6.53793 -0.22963 0.4505 -0.4520 0.0488 0.07
H -3.34066 -4.29683 -0.10221 -0.4412 -0.0978 0.4054 0.08
H -3.33390 -4.20657 -1.77494 -0.2382 0.5153 -0.6604 0.10
H -4.39877 -2.09976 -0.72777 0.5224 -0.1376 -0.2169 0.09
H -6.08512 -2.09999 -0.58114 -0.3549 -0.2832 0.0718 0.10
H -5.62072 -3.53371 1.73321 0.1114 -0.2507 -0.3681 0.08
H -3.98832 -2.83332 1.42478 -0.0635 -0.1535 0.5674 0.03
H -5.40968 -1.82287 1.72667 0.1731 0.2437 -0.1893 0.06
H -5.86919 -5.15220 -2.52565 0.3697 0.3258 -0.4643 0.10
H -5.51641 -3.37207 -2.84624 0.3421 -0.2438 -0.6200 0.11
H -7.96924 -4.57162 -1.51527 0.0585 -0.2489 0.0143 0.07
H -8.00453 -3.89320 -3.11995 0.5254 -0.1989 -0.2961 0.07
H -7.76442 -2.89486 -1.74690 0.3495 0.2608 0.0229 0.06
C 0.39527 0.98861 5.73659 -0.3879 -1.0059 -1.1887 -0.07
C 0.41365 0.77394 7.20795 1.8440 -0.5632 0.2340 -0.25
O -0.69034 -0.03539 7.52511 -2.5813 -0.4976 2.0110 0.00
C -1.00754 -0.30836 8.84207 2.5994 0.1916 1.6748 -0.50
O -0.29048 -0.04900 9.83257 -2.1137 -0.2751 -2.9350 0.09
O -2.13286 -1.02508 8.88971 -0.2178 0.3738 -1.2391 -0.02
C -2.73419 -1.31044 10.15414 0.8586 0.5306 0.8080 -0.03
H 1.22388 1.59003 5.36270 -0.4046 0.5029 0.2042 0.09
H -0.60990 1.23727 5.39616 0.1610 0.9328 -0.0410 0.08
H 0.53772 0.04040 5.21822 0.2003 -0.4034 0.1466 0.06
H 0.52061 1.72078 7.73725 -0.5394 -0.2063 0.4262 0.13
H 1.26025 0.12546 7.43340 0.5331 0.4960 0.2768 0.13
H -1.96755 -1.74226 10.79749 -0.2097 -0.2544 0.0543 0.09
H -3.60334 -1.95857 10.04194 0.3565 0.0210 -0.4487 0.10
H -3.04215 -0.38134 10.63377 -0.0866 0.0610 -0.1043 0.10
C -5.09421 0.40441 -3.09709 1.0478 -0.9301 -0.4526 -0.03
C -3.76668 0.62303 -3.91135 -1.8434 0.5622 -0.3725 -0.17
O -2.76719 -0.34181 -3.60271 1.1749 -0.1227 1.0342 0.02
C -2.62957 -1.46312 -4.28499 -1.3371 -2.3512 -2.5020 -0.48
O -3.37701 -1.80479 -5.23865 2.7395 0.7321 3.0524 0.08
O -1.55129 -2.21466 -3.75915 -1.2658 2.4865 -0.8673 -0.05
C -1.32585 -3.52696 -4.25313 -1.6438 -1.2128 -0.0087 -0.06
H -4.87312 0.21237 -2.04717 0.2025 0.3928 0.1044 0.05
H -5.56831 -0.52226 -3.42052 -0.1129 0.0329 -0.2935 0.07
H -5.82063 1.21331 -3.17511 0.3130 0.1163 -0.1628 0.08
H -3.40373 1.63436 -3.72812 0.6021 -0.4042 0.5518 0.09
H -3.93393 0.64187 -4.98827 -0.2855 -0.4931 -0.0143 0.12
H -1.40954 -3.68053 -5.32901 0.2431 0.6968 -0.1421 0.10
H -2.15067 -4.11403 -3.84924 0.0543 -0.4117 0.0203 0.08
H -0.41579 -3.99506 -3.87795 0.0826 0.8152 0.1519 0.07
C 0.92407 -5.43476 1.28315 0.8065 -0.5644 -0.3174 -0.05
C 0.35644 -5.83166 -0.07942 -0.8347 -0.0199 1.4098 -0.23
O 1.31559 -5.85210 -1.10246 1.0099 0.3993 -1.9904 0.03
C 0.90838 -6.12698 -2.36727 -3.6934 -1.1844 0.0596 -0.50
O -0.28248 -6.47593 -2.65736 4.2411 1.4725 0.7655 0.05
O 1.94018 -6.02465 -3.20922 -0.1492 0.0405 1.1855 0.01
C 1.68683 -5.94775 -4.59883 -0.2615 0.0143 -1.0640 -0.05
H 0.16060 -5.69000 2.01804 0.0720 0.2547 0.0311 0.05
H 1.21213 -4.38886 1.38907 -0.3034 0.1091 -0.2057 0.07
H 1.82463 -6.00311 1.51568 0.0194 -0.2073 0.0201 0.08
H -0.43001 -5.09390 -0.23848 -0.2253 -0.2842 -0.7491 0.11
H -0.04426 -6.84250 -0.00365 -0.3867 0.0997 -0.0245 0.13
H 2.53994 -6.31383 -5.17004 0.2092 -0.2181 0.5311 0.10
H 1.61228 -4.90227 -4.89801 -0.2883 0.0223 0.1400 0.06
H 0.81727 -6.53179 -4.90026 -0.1041 0.1509 0.2379 0.10
C -2.75946 -1.10441 3.96021 -0.2307 0.1544 1.1115 -0.05
C -2.36984 -2.16390 5.01840 0.4585 0.2796 -2.4945 -0.17
O -2.88613 -3.46466 4.63852 -0.2475 -2.2037 -1.1104 0.00
C -2.43469 -4.24404 3.56833 1.6811 1.8463 0.8922 -0.49
O -1.57461 -3.89289 2.75682 -1.9277 -0.6870 1.3094 0.09
O -2.98139 -5.47037 3.65948 -0.0063 1.8014 1.6192 0.01
C -2.86273 -6.32191 2.57438 0.0054 -0.7032 -1.8445 -0.06
H -3.84458 -1.08090 3.85994 -0.0107 -0.1579 -0.3057 0.08
H -2.26130 -1.18033 2.99368 -0.0353 -0.3853 0.1095 0.06
H -2.51386 -0.12697 4.37540 0.1712 0.1415 0.0088 0.07
H -2.79894 -1.91765 5.98965 0.0990 -0.3415 -0.1113 0.13
H -1.28191 -2.22757 5.03986 -0.1122 0.0101 0.3482 0.08
H -1.86359 -6.69019 2.34157 0.3314 0.3800 0.3747 0.09
H -3.22179 -5.78871 1.69412 -0.0845 -0.2948 -0.2024 0.08
H -3.45589 -7.21891 2.75227 -0.2416 0.3385 0.1930 0.11
C 6.56230 1.40684 -4.18398 -0.4346 -0.4001 0.4323 -0.06
C 6.46251 2.84088 -3.69239 -0.8842 0.1462 -0.6205 -0.19
O 5.52787 3.08764 -2.59308 -1.2541 -0.9681 0.1169 -0.02
C 4.17192 3.07088 -2.89255 0.0515 1.7903 0.2544 -0.46
O 3.65941 2.95150 -3.99667 1.0519 -0.1712 2.2362 0.11
O 3.52064 3.44772 -1.70331 2.4777 -0.3520 -2.0950 -0.03
C 2.18631 3.89413 -1.77656 -1.3372 -1.5594 0.2016 -0.07
H 7.41197 1.24602 -4.84754 -0.2465 0.5116 -0.5035 0.08
H 5.61255 1.10053 -4.62243 0.2084 -0.1395 -0.2251 0.08
H 6.80945 0.69635 -3.39518 -0.3275 0.2120 0.3902 0.06
H 6.03273 3.52211 -4.42677 0.6918 -0.2463 -0.6706 0.12
H 7.47653 3.14189 -3.42925 -0.4112 0.5188 0.6600 0.12
H 1.67326 3.14526 -1.17317 -0.5396 0.1393 0.0370 0.07
H 1.76345 3.80795 -2.77749 0.3137 0.3023 -0.0291 0.09
H 1.95568 4.84797 -1.30213 0.7949 0.0923 -0.2417 0.07
C 0.75757 -3.45133 5.89394 0.5098 0.6631 0.6456 -0.05
C 1.53793 -3.14737 4.62005 -0.6286 -1.5183 -0.9440 -0.22
O 2.61743 -2.28508 4.86293 1.3073 1.7530 0.5984 0.02
C 3.57024 -2.04885 3.93375 0.1022 -1.7522 -1.2989 -0.53
O 3.70777 -2.67081 2.87690 -0.4384 1.3378 1.9905 0.10
O 4.38527 -1.09812 4.39790 -0.1177 -0.2181 0.3692 0.01
C 5.56862 -0.74737 3.67183 0.1563 0.4796 -0.8339 -0.03
H 1.45993 -3.88759 6.60420 -0.0234 0.0935 0.1867 0.09
H -0.08589 -4.14002 5.84511 0.2075 -0.1743 -0.8054 0.08
H 0.32163 -2.55621 6.33757 0.2830 0.2108 0.1006 0.06
H 0.93021 -2.72238 3.82120 -0.2014 -0.0894 -0.0392 0.11
H 1.96884 -4.08873 4.27908 -0.1920 -0.0992 -0.3962 0.12
H 6.27701 -1.54691 3.45498 -0.4603 -0.4378 0.2736 0.10
H 6.10660 0.01788 4.23135 -0.3699 -0.1625 0.3427 0.09
H 5.30485 -0.29172 2.71741 -0.1855 -0.1141 -0.0820 0.09
C -7.00848 4.33968 2.24419 -0.5442 -0.4534 0.0652 -0.07
C -5.65572 4.77956 1.77579 -0.0152 1.2711 1.2411 -0.23
O -4.89699 3.84080 1.05727 0.7056 -1.2308 -1.1734 0.02
C -4.47944 2.65566 1.50587 -0.1722 -2.3161 0.9969 -0.46
O -4.61295 2.17066 2.64652 0.6410 1.5115 -3.4188 0.10
O -3.92221 1.98209 0.37757 -1.2208 4.4463 1.7817 -0.05
C -3.41645 0.71652 0.50580 -0.6891 -2.0229 0.6725 -0.10
H -7.54045 5.14473 2.75115 0.2934 0.2391 0.0344 0.08
H -6.97586 3.50564 2.94520 0.0290 -0.1133 -0.2340 0.08
H -7.61937 4.11773 1.36917 -0.0678 -0.4028 0.0677 0.08
H -5.04952 5.19238 2.58215 0.0801 -0.2870 0.2880 0.13
H -5.82073 5.63465 1.12028 0.3256 -0.2553 -0.4463 0.13
H -2.92817 0.51778 1.45984 0.2395 0.1860 -0.1443 0.09
H -2.77856 0.47716 -0.34503 0.1054 0.3263 0.1755 0.08
H -4.31078 0.09558 0.45391 0.2025 -0.8361 0.0458 0.08
C 4.23862 -3.42929 -1.31153 0.2832 -0.8089 0.7028 -0.05
C 4.00957 -2.40334 -0.18417 1.0917 -1.0904 -1.2416 -0.17
O 4.51311 -1.10988 -0.65175 -0.7844 0.4548 0.6032 0.01
C 5.82204 -0.81598 -0.62914 -0.4501 -4.3070 1.0058 -0.60
O 6.66734 -1.64989 -0.31177 -0.4732 1.8350 -0.2476 0.11
O 5.97373 0.40457 -1.03001 -0.5865 0.8804 -0.3591 0.02
C 7.18420 1.01205 -0.74792 2.1966 0.8905 0.0615 -0.07
H 4.13967 -4.44459 -0.92750 -1.1193 -0.1053 0.2499 0.07
H 5.27622 -3.60202 -1.59725 0.2846 1.2031 -0.2390 0.07
H 3.60474 -3.29495 -2.18804 0.0452 0.0513 0.0855 0.06
H 4.43544 -2.76514 0.75169 0.6068 0.5536 -0.2238 0.10
H 2.94878 -2.33311 0.05641 0.0350 0.6784 -0.4133 0.09
H 7.18453 1.97931 -1.25044 -0.2191 -0.0517 0.3925 0.08
H 8.07446 0.48587 -1.09241 -0.2707 -0.5071 -0.4741 0.10
H 7.39858 1.10372 0.31685 -0.5822 0.2426 0.1879 0.10
```
Positions in Å, forces in eV/Å.

The calculation puts the total energy at -123134.40680 eV. The strongest force on any atom comes out at 0.096 hartree/bohr. The molecular weight comes out at 1338.81 Da. For the HOMO energy, the calculation gives -8.304 eV. As for the HOMO-LUMO gap: 8.88 eV.